1) Formula: C3H8N3O
Source: the OMol25 dataset
Level of theory: wB97M-V/def2-TZVPD

The total charge is +1. The calculation puts the orbital gap at 8.39 eV.

Element x y z (Å)
C  -0.58142  -0.74680  -0.97679
C  -0.29905  0.52382  1.67114
C  0.16522  -1.46816  -1.69581
N  -1.40866  1.12294  2.12238
N  1.20060  -1.01540  -2.56255
N  0.76202  1.13999  1.32745
O  -1.27559  -0.15929  -0.22110
H  -0.10141  -0.67026  1.79764
H  0.13888  -2.51115  -1.62451
H  -2.32966  0.68910  2.15768
H  -1.57225  1.97482  1.72183
H  1.37679  0.02316  -2.77625
H  1.40457  -1.60848  -3.40591
H  0.89927  2.14487  1.20948
H  1.62070  0.56086  1.25531

2) Formula: C3H8N3O
Source: the OMol25 dataset
Level of theory: wB97M-V/def2-TZVPD

The total charge is +1. The calculation puts the orbital gap at 9.25 eV.

Element x y z (Å)
C  -2.23690  -0.64960  1.09695
N  -0.92841  -0.50460  0.51385
C  -0.35862  -1.29712  -0.25637
N  0.87556  -1.14751  -0.80048
O  1.48215  0.16069  -0.93299
C  1.36698  1.06969  -0.03237
N  1.95270  2.14811  -0.49046
H  -2.00719  -1.05517  1.97745
H  -2.81294  0.29404  1.12125
H  -2.69341  -1.39192  0.45299
H  -0.73635  -2.21235  -0.53093
H  0.91355  -1.73358  -1.61409
H  0.78695  1.15116  0.82046
H  1.82515  3.01678  -0.02669
H  2.57080  2.15138  -1.29859

3) Formula: C3H8N3O
Source: the OMol25 dataset
Level of theory: wB97M-V/def2-TZVPD

The total charge is +1. The calculation puts the orbital gap at 10.00 eV.

Element x y z (Å)
N  0.50749  -0.98052  -2.63195
C  0.72285  -0.67656  -1.37097
N  0.36544  0.44512  -0.81537
C  0.55401  0.73879  0.55318
C  -0.81170  -0.11951  1.48221
N  -1.24025  0.55830  2.52220
O  -1.14673  -1.15005  0.99206
H  0.83857  -1.84776  -3.02552
H  0.00797  -0.35732  -3.25117
H  1.26380  -1.38811  -0.75908
H  -0.19932  1.11087  -1.33608
H  1.45120  0.28667  0.95893
H  0.48689  1.79859  0.75852
H  -0.83506  1.42830  2.82312
H  -1.96516  0.15320  3.09993

3) comes first in stability; the runner-up is 57.2 kcal/mol higher.

1) Formula: C4H14NO2
Source: the OMol25 dataset
Level of theory: wB97M-V/def2-TZVPD

The spin multiplicity is 2. The total charge is 0. The calculation puts the orbital gap (alpha / beta) at 3.82 / 11.05 eV.

Element x y z (Å)
C  -0.43079  -1.40458  -0.18743
C  -1.08163  -0.12383  -0.67322
C  -0.72844  1.10045  0.16603
C  -0.78092  0.90658  1.67185
O  -2.01770  0.30878  2.07989
N  1.05369  -1.28009  -0.13296
H  -0.75290  -1.64598  0.82053
H  -0.63127  -2.25044  -0.82723
H  -2.15709  -0.24028  -0.74750
H  -0.68229  0.05010  -1.67189
H  0.24752  1.48193  -0.14436
H  -1.40909  1.91734  -0.04915
H  -0.58587  1.86727  2.16073
H  -0.02497  0.23770  2.10623
H  -2.73953  0.89002  1.80932
H  1.47061  -1.11665  0.82050
H  1.53514  -2.16402  -0.41697
H  1.50565  -0.55129  -0.73743
H  2.11859  0.56656  -2.51204
H  3.42961  1.02162  -1.80858
O  2.66168  0.42881  -1.72633

2) Formula: C4H14NO2
Source: the OMol25 dataset
Level of theory: wB97M-V/def2-TZVPD

The spin multiplicity is 2. The total charge is 0. The calculation puts the orbital gap (alpha / beta) at 3.22 / 11.66 eV.

Element x y z (Å)
C  -0.49044  -0.24458  -1.07232
N  0.94363  -0.22624  -0.34053
C  1.76971  -1.04883  -1.27615
C  0.89406  -2.13984  -1.86679
C  -0.48441  -1.36515  -2.08519
H  -1.12262  -0.31222  -0.14508
H  -0.64895  0.73717  -1.52735
H  0.72776  -0.68060  0.53330
H  1.24922  0.72600  0.01592
H  2.53916  -1.39605  -0.68301
H  2.16143  -0.41225  -2.18255
H  1.69418  -2.56040  -2.74284
H  0.75195  -3.09972  -1.48962
H  -1.23666  -2.07314  -1.86384
H  -0.54286  -1.03084  -3.07430
H  -2.82503  2.40921  3.94269
H  -1.36838  2.37341  4.47259
O  -1.90198  2.28280  3.70409
H  0.10636  2.51495  1.63379
H  -0.98991  1.66334  2.04220
O  -0.25235  1.65660  1.45272

1) comes first in stability; the runner-up is 31.5 kcal/mol higher.

1) Formula: C5H9B
Source: the OMol25 dataset
Level of theory: wB97M-V/def2-TZVPD

The total charge is 0. The calculation puts the orbital gap at 9.65 eV.

Element x y z (Å)
B  0.24194  -0.32472  -0.14843
C  -0.61436  1.02933  -0.25259
C  2.55926  0.06239  -0.28106
C  -1.75726  0.08160  0.26694
C  -1.11696  -1.22272  -0.28727
C  1.53879  -0.06439  0.51081
H  -0.37553  1.82646  0.47101
H  -0.77903  1.30420  -1.29927
H  2.59129  0.06219  -1.33430
H  3.46844  0.33566  0.25193
H  -1.68697  0.02262  1.35947
H  -2.83685  0.32101  0.05456
H  -1.30716  -2.09364  0.32551
H  -1.54767  -1.39122  -1.26724
H  1.62207  0.05124  1.62994

2) Formula: C5H9B
Source: the OMol25 dataset
Level of theory: wB97M-V/def2-TZVPD

The total charge is 0. The calculation puts the orbital gap at 7.96 eV.

Element x y z (Å)
B  -0.79095  -0.03167  0.07205
C  2.44128  0.36361  0.60470
C  2.59410  -0.56360  -0.28376
C  1.39498  0.36448  -0.46264
C  -1.59652  1.25926  0.07200
C  -1.23587  -1.52044  0.11610
H  2.73884  1.04274  1.32817
H  2.85808  -1.49268  -0.82500
H  1.36861  1.10901  -1.27020
H  -1.08025  2.16155  -0.39330
H  -1.85338  1.75216  0.98365
H  -2.58105  1.43072  -0.28335
H  -0.49086  -2.26487  -0.08216
H  -2.04388  -1.81735  -0.62415
H  -1.72315  -1.79291  1.04790

1) comes first in stability; the runner-up is 72.3 kcal/mol higher.

1) Formula: C3H9NO
Source: the OMol25 dataset
Level of theory: wB97M-V/def2-TZVPD

The total charge is 0. The calculation puts the orbital gap at 10.16 eV.

Element x y z (Å)
C  -1.00218  -1.60713  0.15726
C  0.02522  -0.51886  -0.21075
O  -0.31537  0.10902  -1.42781
C  0.28761  0.45631  0.95527
N  1.04577  1.60312  0.49373
H  -0.60038  -2.56102  -0.18249
H  -1.98473  -1.47772  -0.28882
H  -1.15022  -1.62986  1.24017
H  0.99386  -0.97976  -0.40470
H  -1.14928  0.57351  -1.36269
H  0.74797  -0.16076  1.72862
H  -0.68884  0.74617  1.36711
H  1.24043  1.54278  -0.49556
H  1.89657  1.71756  1.03353

2) Formula: C3H9NO
Source: the OMol25 dataset
Level of theory: wB97M-V/def2-TZVPD

The total charge is 0. The calculation puts the orbital gap at 10.42 eV.

Element x y z (Å)
C  -2.33587  -0.92525  -0.35128
N  -3.22672  -0.08667  -0.03676
H  -2.16514  -1.32777  -1.40538
H  -1.48023  -0.87252  0.34996
H  -3.40923  -0.13167  0.95108
C  1.76315  -0.42564  -0.97927
C  1.73597  0.03171  0.49914
O  1.65957  1.43821  0.75844
H  0.85048  0.20150  -1.44731
H  1.41437  -1.41620  -1.10739
H  2.69712  -0.17356  -1.52406
H  0.81906  -0.53080  0.96691
H  2.65053  -0.33638  1.07652
H  0.95408  1.60352  1.31800

3) Formula: C3H9NO
Source: the OMol25 dataset
Level of theory: wB97M-V/def2-TZVPD

The total charge is 0. The calculation puts the orbital gap at 10.06 eV.

Element x y z (Å)
C  0.55608  -1.52213  0.55018
C  -0.56486  -1.23802  1.19043
C  -0.79715  -0.13973  2.17545
N  -1.76507  -0.56348  3.17008
H  0.52892  -2.32181  -0.17436
H  1.50626  -1.01784  0.69750
H  -1.44039  -1.82277  0.93300
H  0.15036  0.10950  2.66135
H  -1.10299  0.78225  1.66026
H  -2.46963  -1.15749  2.73976
H  -2.23187  0.15160  3.70227
O  2.21946  2.71488  -5.90444
H  2.90864  2.21932  -5.45613
H  1.38681  2.35792  -5.58784

1) comes first in stability; the runner-up is 15.0 kcal/mol higher.

1) Formula: C3H9NO
Source: the OMol25 dataset
Level of theory: wB97M-V/def2-TZVPD

The total charge is 0. The calculation puts the orbital gap at 10.05 eV.

Element x y z (Å)
C  -0.35457  -1.30229  -1.73777
N  -0.15077  -1.16357  -0.28843
C  -0.82757  -0.00380  0.14282
O  0.26961  1.16745  0.40882
C  0.88605  1.41933  1.67116
H  0.18150  -0.42486  -2.14442
H  -0.05738  -2.21190  -2.11244
H  -1.48591  -1.13553  -1.88439
H  0.89194  -1.13668  -0.25979
H  -1.15610  0.58644  -0.75912
H  -1.41421  -0.10699  1.07572
H  1.29671  0.40902  2.02490
H  0.16430  1.83402  2.35195
H  1.75640  2.06938  1.51098

2) Formula: C3H9NO
Source: the OMol25 dataset
Level of theory: wB97M-V/def2-TZVPD

The total charge is 0. The calculation puts the orbital gap at 5.10 eV.

Element x y z (Å)
C  0.54287  -0.35371  -1.34323
N  0.54200  -1.70062  -0.99475
C  -0.53707  0.53331  1.85979
C  -0.26900  -0.75694  1.60497
O  -0.26774  1.89734  -0.57356
H  1.21385  -0.11480  -2.16938
H  0.80106  0.30561  -0.49302
H  -0.48662  0.03516  -1.56908
H  0.40684  -2.17617  -1.90501
H  -0.13195  1.12967  1.02928
H  -1.16916  0.89564  2.66049
H  -0.80004  -1.66441  1.81621
H  0.50490  -0.86781  0.87179
H  -0.34994  2.83774  -0.79450

1) comes first in stability; the runner-up is 141.9 kcal/mol higher.

1) Formula: C5H26N2O7
Source: the OMol25 dataset
Level of theory: wB97M-V/def2-TZVPD

The total charge is 0. The calculation puts the orbital gap at 9.49 eV.

Element x y z (Å)
N  -0.30778  0.05056  1.56567
C  0.76754  -0.40945  0.63670
C  0.90418  0.63030  -0.65602
N  -0.43323  0.78546  -1.45552
C  -0.83561  2.19528  -1.74449
C  -1.72762  2.96997  -0.76007
C  -0.96163  3.99311  0.02994
O  0.09207  3.52311  0.93532
H  -0.24153  -0.10263  2.58115
H  -1.24030  -0.13337  1.15102
H  1.69505  -0.61234  1.15573
H  0.44868  -1.41366  0.19787
H  1.45573  1.47411  -0.26317
H  1.68872  0.36704  -1.34772
H  -1.10657  0.26262  -0.79000
H  0.01382  2.92333  -2.19889
H  -1.44785  2.40099  -2.67961
H  -2.58159  3.61480  -1.10099
H  -2.39701  2.23533  -0.08848
H  -1.51437  4.80957  0.39895
H  -0.36493  4.80055  -0.58332
H  -0.00804  2.59030  1.21028
O  -2.74822  -1.42509  0.53219
H  -2.94738  -1.19697  -0.38128
H  -2.38169  -2.28150  0.59500
O  -1.27651  -3.89539  1.29388
H  -0.38106  -3.67263  0.95273
H  -1.28970  -4.06598  2.13728
O  1.49565  -4.00065  -0.85346
H  2.00074  -4.53733  -1.47007
H  1.20442  -3.24269  -1.51637
O  1.39467  -1.47466  -2.77198
H  0.41924  -1.36779  -2.78069
H  1.80345  -0.64860  -3.16641
O  1.47461  -3.74072  1.72973
H  1.16428  -2.83618  1.50064
H  1.76549  -4.13635  0.90744
O  2.17920  1.89532  2.72114
H  2.85406  1.55486  2.04696
H  1.37101  2.11738  2.32889

2) Formula: C5H26N2O7
Source: the OMol25 dataset
Level of theory: wB97M-V/def2-TZVPD

The total charge is 0. The calculation puts the orbital gap at 9.24 eV.

Element x y z (Å)
C  1.33534  1.97224  2.52284
C  0.15961  1.39320  1.76498
O  -0.81603  0.93730  2.71482
C  0.35444  0.33216  0.68463
C  1.44178  0.80382  -0.31876
N  -0.96447  0.04976  0.09966
C  -1.16168  -1.35145  -0.28837
N  -2.04889  -1.57637  -1.39893
H  2.10936  2.46014  1.93883
H  0.84473  2.56616  3.29709
H  1.91611  1.26534  3.12603
H  -0.39047  2.20825  1.28183
H  -0.37946  0.58675  3.49806
H  0.74153  -0.57978  1.14345
H  1.66936  1.85565  -0.11260
H  1.22418  0.72935  -1.37291
H  2.34056  0.30132  -0.00342
H  -1.15276  0.69931  -0.65480
H  -0.23137  -1.89823  -0.48533
H  -1.51035  -1.87279  0.59454
H  -1.57394  -1.47096  -2.28645
H  -2.84529  -0.94998  -1.39564
O  2.05605  -2.52794  -3.36920
H  2.12889  -1.79953  -3.99844
H  1.10486  -2.53383  -3.20493
O  -3.52250  0.27905  2.49154
H  -3.03547  -0.12904  1.76275
H  -2.82278  0.81429  2.88987
O  -0.42223  -3.80472  1.29343
H  -0.74199  -4.56653  1.78888
H  -0.22370  -3.15118  1.97686
O  -0.28377  0.12465  -3.31052
H  -0.46063  1.02148  -3.62398
H  -0.31685  0.28295  -2.35700
O  3.89511  -0.53228  -1.15330
H  3.67920  -1.35525  -1.61419
H  4.85746  -0.56729  -1.08981
O  -2.17756  3.12944  -1.29444
H  -2.37724  2.79704  -0.40527
H  -2.39916  4.05750  -1.13180

2) comes first in stability; the runner-up is 69.9 kcal/mol higher.